No. 1
Formula: C30H43FN4O3
Source: OMol25
Level of theory: ωB97M-V/def2-TZVPD

Each line ends with the Mulliken charge.
Atoms and positions in Å:
C -0.94 0.91 -4.99  -0.66
C -0.88 -0.37 -3.92  -0.09
C 0.58 -1.11 -3.84  -0.37
C 1.79 -0.17 -3.24  -0.70
C 1.29 1.00 -2.21  -0.34
C 0.67 0.43 -0.79  0.29
N -0.16 1.44 -0.04  0.01
C -0.67 1.02 1.35  0.23
O -1.87 0.50 1.66  -0.58
C 0.65 1.36 2.27  0.15
C 1.17 0.81 3.72  -0.60
C 2.62 1.39 4.31  -0.49
C 3.56 2.49 3.47  0.05
C 5.03 2.98 4.10  0.42
C 5.50 2.06 5.40  -1.18
F 6.05 2.70 3.03  -0.33
C 3.01 3.07 2.00  0.38
C 3.81 4.18 1.10  -0.16
C 2.91 5.48 0.64  -0.01
O 2.99 6.03 -0.60  -0.50
C 1.57 2.46 1.49  0.15
C 0.68 2.71 0.14  0.09
O 0.55 3.75 -0.69  -0.55
H -1.99 0.89 -5.55  0.10
H -0.08 0.85 -5.81  0.22
H -0.91 1.94 -4.40  0.25
H -1.67 -1.18 -4.24  0.36
H -1.25 0.01 -2.85  0.01
H 0.90 -1.46 -4.93  0.39
H 0.55 -2.08 -3.16  -0.05
H 2.38 0.29 -4.17  0.29
H 2.57 -0.84 -2.66  0.31
H 2.25 1.66 -1.95  0.34
H 0.50 1.73 -2.69  0.07
H 1.56 0.02 -0.11  0.36
H 0.01 -0.51 -1.07  -0.52
H 0.53 0.04 4.33  0.41
H 2.94 0.95 5.36  0.19
H 5.05 4.13 4.31  0.27
H 4.77 2.25 6.31  0.32
H 5.37 0.92 5.11  0.32
H 6.62 2.21 5.68  0.31
H 4.37 3.71 0.16  0.28
H 4.68 4.62 1.79  0.29
H 2.13 5.96 1.37  0.31
C -6.18 1.02 -3.83  -1.06
C -6.02 2.26 -4.69  -0.43
C -5.89 1.94 -6.18  -0.37
C -4.66 1.08 -6.41  0.33
N -3.64 0.36 -6.60  -0.62
H -5.30 0.37 -3.89  0.29
H -6.30 1.30 -2.78  0.31
H -7.06 0.44 -4.13  0.30
H -5.14 2.82 -4.35  0.29
H -6.89 2.91 -4.54  0.31
H -5.79 2.87 -6.76  0.28
H -6.77 1.41 -6.54  0.29
C -3.48 -4.53 0.27  -1.37
C -2.49 -3.74 1.13  -0.48
C -1.76 -2.65 0.34  0.36
C -0.96 -3.29 -0.78  0.26
N -0.29 -3.82 -1.72  -0.66
H -2.97 -5.07 -0.53  0.35
H -4.00 -5.27 0.88  0.39
H -4.23 -3.87 -0.18  0.32
H -1.77 -4.43 1.57  0.17
H -3.04 -3.27 1.96  0.40
H -1.08 -2.11 1.00  -0.17
H -2.47 -1.94 -0.08  0.46
C 0.81 -3.54 3.08  -0.79
C 1.71 -4.47 3.88  -0.63
C 1.56 -4.28 5.39  -0.47
C 1.95 -2.86 5.77  0.35
N 2.27 -1.68 6.08  -0.54
H 1.06 -2.49 3.25  0.24
H 0.92 -3.73 2.01  0.30
H -0.25 -3.69 3.34  0.25
H 2.75 -4.31 3.58  0.32
H 1.46 -5.51 3.63  0.36
H 2.22 -4.98 5.92  0.32
H 0.53 -4.47 5.71  0.29

The calculation puts the strongest force on any atom at 0.1988 hartree/bohr. The frontier orbital gap comes out at 7.87 eV.

=====

No. 2
Formula: C30H43N5O7PRuS2Se2
Source: OMol25
Level of theory: ωB97M-V/def2-TZVPD

Each line ends with the Mulliken charge.
Atoms and positions in Å:
Ru 1.00 -0.52 1.33  2.10
C -4.28 3.41 -6.16  -0.79
O -5.13 3.94 -5.16  -0.44
C -4.53 4.35 -4.01  1.03
C -3.16 4.37 -3.81  -0.48
C -2.64 4.80 -2.60  -0.87
C -3.49 5.23 -1.57  0.25
C -4.88 5.22 -1.81  -0.07
C -5.40 4.78 -3.00  -0.63
N -3.08 5.62 -0.31  -0.85
N -1.77 5.67 -0.14  -0.43
C -1.01 4.66 0.29  0.04
C 0.39 4.90 0.36  -0.50
C 1.30 3.93 0.63  -1.06
C 0.91 2.59 0.87  -0.51
O 1.74 1.65 1.08  0.10
C -0.51 2.32 0.89  0.33
N -0.84 1.03 1.18  0.99
C -2.12 0.73 1.30  -1.08
C -3.14 1.68 1.16  -1.49
C -2.82 2.97 0.82  -0.75
C -1.47 3.32 0.65  1.06
H -4.93 3.08 -6.97  0.23
H -3.70 2.56 -5.79  0.30
H -3.59 4.17 -6.54  0.32
H -2.48 4.04 -4.58  0.36
H -1.57 4.80 -2.44  0.40
H -5.53 5.55 -1.01  0.42
H -6.46 4.76 -3.18  0.41
H 0.71 5.91 0.14  0.42
H 2.37 4.14 0.64  0.47
H -2.36 -0.30 1.50  0.66
H -4.16 1.37 1.30  0.46
H -3.59 3.72 0.70  0.69
O 6.13 -4.27 2.30  -0.54
C 5.58 -4.08 1.00  -1.54
C 4.39 -3.12 1.05  2.81
C 3.90 -2.94 -0.39  -0.34
O 4.77 -2.14 -1.18  -0.66
C 4.87 -1.79 1.65  -2.23
Se 3.78 -0.18 1.36  -0.18
C 3.29 -3.75 1.92  -1.63
Se 1.43 -3.08 1.89  -0.53
H 6.96 -4.74 2.21  0.33
H 5.24 -5.04 0.59  0.39
H 6.33 -3.65 0.32  0.50
H 2.90 -2.51 -0.37  -0.53
H 3.84 -3.92 -0.88  0.39
H 4.59 -1.22 -0.89  0.40
H 5.83 -1.54 1.19  0.47
H 5.08 -1.95 2.71  0.69
H 3.64 -3.78 2.95  0.57
H 3.16 -4.79 1.61  0.49
C -1.41 -1.10 4.10  -0.31
O -0.16 -0.75 4.68  -0.37
P 0.99 -0.07 3.77  0.13
O 0.76 1.48 4.07  -0.33
C 1.87 2.40 4.08  -0.69
O 2.23 -0.32 4.74  -0.35
C 2.91 -1.58 4.80  -0.27
H -1.94 -1.70 4.84  0.33
H -1.27 -1.68 3.19  -0.05
H -2.00 -0.20 3.89  0.24
H 1.45 3.40 3.95  0.26
H 2.56 2.18 3.27  0.26
H 2.38 2.33 5.04  0.26
H 3.61 -1.51 5.63  0.33
H 3.44 -1.76 3.87  -0.25
H 2.20 -2.39 4.98  0.31
C -3.85 -1.40 -2.10  -1.33
C -2.36 -1.12 -2.09  -0.02
N -1.55 -2.33 -2.07  -0.01
C -1.07 -2.89 -0.94  0.20
S -1.67 -2.50 0.59  -0.34
N -0.11 -3.81 -1.05  0.18
C 0.63 -4.13 -2.25  -0.20
C -0.04 -5.21 -3.09  -1.30
H -4.42 -0.47 -2.07  0.39
H -4.12 -2.00 -1.23  0.26
H -4.15 -1.95 -3.00  0.38
H -2.09 -0.52 -1.22  -0.21
H -2.06 -0.55 -2.97  0.44
H -1.09 -2.58 -2.93  0.30
H 0.34 -4.01 -0.15  0.01
H 1.62 -4.45 -1.94  0.10
H 0.81 -3.22 -2.85  0.30
H -0.16 -6.13 -2.51  0.34
H 0.55 -5.44 -3.98  0.40
H -1.04 -4.90 -3.41  0.30
S 1.50 -0.47 -2.00  -0.30
C 1.19 -0.60 -0.48  -0.33

The total charge is -1. The spin multiplicity is 5. The calculation puts the strongest force on any atom at 0.0079 hartree/bohr. The frontier orbital gap (spin up / spin down) comes out at 5.61 / 6.14 eV.

=====

No. 3
Formula: C30H43O4SeV
Source: OMol25
Level of theory: ωB97M-V/def2-TZVPD

Each line ends with the Mulliken charge.
Atoms and positions in Å:
V -0.23 -1.75 -2.78  1.41
C 2.75 3.99 1.01  -1.67
C 3.69 3.14 0.14  1.89
C 4.62 4.07 -0.65  -1.68
C 4.54 2.28 1.09  -2.00
C 2.86 2.28 -0.81  -0.34
C 3.10 0.92 -0.99  0.09
C 2.23 0.15 -1.74  -0.76
Se 2.44 -1.73 -1.98  -0.33
C -0.20 -1.28 -0.12  0.14
C 0.33 -1.28 1.13  -0.18
C -0.51 -1.54 2.21  -0.60
C -1.85 -1.78 1.92  -0.05
C -2.39 -1.81 0.63  -0.45
C -1.53 -1.56 -0.47  1.46
O -1.88 -1.59 -1.75  -1.26
C -3.90 -2.13 0.52  1.94
C -4.43 -2.29 -0.90  -2.01
C -4.69 -0.99 1.19  -1.67
C -4.19 -3.44 1.27  -1.69
C -0.02 -1.56 3.66  1.98
C 1.50 -1.43 3.75  -2.10
C -0.41 -2.89 4.32  -1.72
C -0.66 -0.40 4.43  -1.65
C 1.09 0.72 -2.34  1.28
O 0.23 -0.17 -2.83  -0.98
C 0.92 2.11 -2.32  -0.75
C 1.81 2.85 -1.53  -0.22
C -0.15 2.90 -3.09  2.21
C -1.09 2.04 -3.94  -2.04
C -1.02 3.70 -2.11  -1.64
C 0.57 3.86 -4.04  -1.74
H 3.31 4.50 1.80  0.47
H 1.99 3.36 1.48  0.34
H 2.23 4.75 0.43  0.35
H 5.22 4.68 0.03  0.45
H 4.04 4.73 -1.30  0.30
H 5.29 3.48 -1.28  0.35
H 4.98 2.90 1.87  0.45
H 5.36 1.79 0.55  0.34
H 3.93 1.51 1.56  0.34
H 3.94 0.42 -0.52  0.48
H 1.39 -1.07 1.26  0.55
H -2.52 -1.95 2.75  0.23
H -4.32 -1.37 -1.47  0.32
H -5.49 -2.56 -0.87  0.49
H -3.89 -3.08 -1.44  0.37
H -4.50 -0.05 0.66  0.33
H -4.40 -0.86 2.23  0.29
H -5.76 -1.20 1.15  0.45
H -3.57 -4.25 0.87  0.31
H -5.24 -3.72 1.14  0.47
H -3.99 -3.36 2.34  0.31
H 1.99 -2.20 3.16  0.40
H 1.82 -1.53 4.79  0.46
H 1.84 -0.45 3.39  0.32
H -0.02 -3.73 3.74  0.35
H -1.49 -3.01 4.39  0.33
H 0.01 -2.95 5.33  0.47
H -0.39 0.55 3.98  0.32
H -0.32 -0.40 5.48  0.46
H -1.75 -0.48 4.43  0.31
H 1.66 3.92 -1.46  0.26
H -1.67 1.36 -3.32  0.22
H -0.54 1.45 -4.67  0.37
H -1.79 2.69 -4.47  0.53
H -1.54 3.01 -1.43  0.33
H -1.77 4.28 -2.65  0.46
H -0.43 4.39 -1.51  0.27
H 1.21 3.30 -4.72  0.37
H 1.21 4.57 -3.50  0.28
H -0.15 4.43 -4.64  0.46
C 0.34 -4.86 -1.17  -0.45
C -0.24 -4.68 -2.56  0.62
O -0.66 -5.61 -3.21  -0.64
O -0.28 -3.43 -2.97  -0.80
H 0.40 -5.92 -0.94  0.32
H -0.30 -4.35 -0.45  -0.02
H 1.33 -4.40 -1.12  0.13

The total charge is -1. The spin multiplicity is 4. The calculation puts the strongest force on any atom at 0.1232 hartree/bohr. The frontier orbital gap (spin up / spin down) comes out at 6.49 / 6.49 eV.

=====

No. 4
Formula: C30H44BeBrN3P2
Source: OMol25
Level of theory: ωB97M-V/def2-TZVPD

Each line ends with the Mulliken charge.
Atoms and positions in Å:
C -0.89 4.84 -1.85  -0.19
C -1.47 3.69 -2.40  1.01
C -1.80 3.74 -3.77  -0.63
C -1.29 4.77 -4.54  -0.38
N -0.62 5.80 -4.01  -0.55
C -0.44 5.85 -2.70  -0.58
C -1.63 2.54 -1.52  0.36
C -1.97 1.79 -0.52  0.23
C -2.50 0.84 0.41  -0.30
C -1.60 -0.34 0.65  1.88
C -1.92 -1.21 1.86  -0.98
C -3.12 -1.18 2.51  0.07
C -3.98 -0.07 2.16  -0.86
C -3.66 0.88 1.20  -0.25
Be -0.33 2.14 -0.56  -0.84
P 2.85 -0.90 1.13  0.57
H -2.45 3.01 -4.26  0.46
H -0.79 4.97 -0.78  0.25
H -1.41 4.81 -5.62  0.39
H 0.07 6.71 -2.28  0.39
H -4.35 1.73 1.10  0.59
H -0.53 -0.07 0.69  -0.55
H -4.89 0.04 2.73  0.49
H -1.23 -2.02 2.06  0.40
C 2.54 -2.25 2.36  -0.49
C 3.04 -3.66 2.05  -1.26
H 1.45 -2.26 2.47  0.12
H 2.95 -1.89 3.32  0.47
H 2.70 -4.34 2.84  0.45
H 2.65 -4.04 1.11  0.21
H 4.14 -3.72 2.03  0.26
C 3.31 -1.75 -0.45  -0.42
C 3.79 -0.75 -1.52  -1.39
H 2.41 -2.26 -0.82  0.09
H 4.07 -2.52 -0.27  0.57
H 4.06 -1.30 -2.43  0.43
H 3.00 -0.04 -1.78  0.19
H 4.67 -0.18 -1.20  0.33
C 4.50 -0.26 1.66  -0.51
C 5.67 -1.24 1.61  -1.29
H 4.35 0.11 2.68  0.44
H 4.71 0.61 1.02  0.46
H 6.57 -0.74 1.96  0.41
H 5.51 -2.11 2.26  0.23
H 5.87 -1.60 0.59  0.28
Br -3.55 -2.28 3.86  -0.06
P -1.59 -1.27 -0.98  0.88
C -0.40 -2.67 -0.99  -0.17
C -0.75 -3.99 -1.69  -1.74
H -0.24 -2.87 0.08  0.37
H 0.55 -2.27 -1.38  0.31
H 0.18 -4.57 -1.81  0.46
H -1.43 -4.60 -1.08  0.38
H -1.18 -3.86 -2.69  0.30
C -3.11 -2.30 -0.60  -0.56
C -3.82 -3.05 -1.69  -1.75
H -3.78 -1.63 -0.05  0.45
H -2.74 -3.01 0.16  0.52
H -4.61 -3.64 -1.21  0.45
H -4.29 -2.38 -2.40  0.37
H -3.17 -3.76 -2.20  0.36
C -1.94 -0.55 -2.62  -0.41
C -1.94 -1.52 -3.81  -1.51
H -1.21 0.26 -2.80  0.29
H -2.92 -0.06 -2.53  0.60
H -2.03 -0.91 -4.72  0.43
H -1.00 -2.09 -3.87  0.34
H -2.78 -2.22 -3.79  0.32
N 0.24 2.82 4.92  -0.47
C 0.47 3.10 3.62  0.88
C 1.61 2.63 2.91  -0.68
C 1.51 2.40 1.55  -0.38
N 0.38 2.77 0.85  0.10
C -0.48 3.63 1.49  -0.03
C -0.47 3.81 2.85  -1.14
H 0.85 2.19 5.43  0.24
H -0.68 2.97 5.32  0.24
H 2.52 2.37 3.44  0.48
H 2.30 1.88 1.02  0.68
H -1.25 4.11 0.87  0.48
H -1.27 4.40 3.30  0.43

The total charge is +2. The calculation puts the strongest force on any atom at 0.0946 hartree/bohr. The frontier orbital gap (spin up / spin down) comes out at 5.71 / 6.38 eV.

=====

No. 5
Formula: C30H44Br2CdN2P2
Source: OMol25
Level of theory: ωB97M-V/def2-TZVPD

Each line ends with the Mulliken charge.
Atoms and positions in Å:
N 7.63 0.90 1.11  -0.52
C 7.03 -0.29 1.22  -0.44
C 5.64 -0.41 1.19  -0.54
C 4.84 0.74 0.93  0.00
C 5.53 1.98 0.75  -0.35
C 6.91 2.01 0.92  -0.52
C 3.48 0.58 0.53  -1.31
Cd 1.04 0.98 -0.28  3.41
P -0.64 1.27 -1.91  -0.63
C 3.09 1.34 -0.62  -1.24
C 3.36 0.73 -1.94  0.92
C 3.42 1.56 -3.08  -0.37
C 3.57 1.01 -4.35  -0.65
C 3.46 -0.39 -4.48  -0.20
C 3.46 -1.21 -3.35  -0.67
C 3.52 -0.65 -2.07  0.08
Br 3.11 -1.10 -6.14  -0.07
H 2.90 -0.23 0.98  0.67
H 3.19 2.44 -0.53  1.40
H 5.16 -1.39 1.23  0.40
H 5.00 2.89 0.43  0.37
H 7.65 -1.18 1.33  0.37
H 7.45 2.96 0.83  0.37
H 3.32 2.64 -2.94  0.51
H 3.59 -1.30 -1.19  0.54
H 3.78 1.64 -5.21  0.46
H 3.48 -2.29 -3.47  0.50
P 0.11 2.56 1.69  -0.15
C -0.19 0.19 -3.30  0.98
C -0.98 0.34 -4.60  -1.47
H -0.26 -0.84 -2.92  0.29
H 0.89 0.32 -3.50  -0.61
H -0.77 -0.52 -5.24  0.44
H -2.06 0.37 -4.44  0.33
H -0.69 1.24 -5.15  0.34
C -0.57 3.05 -2.35  0.33
C -1.70 3.77 -3.07  -1.48
H 0.34 3.14 -2.96  0.31
H -0.35 3.60 -1.42  -0.35
H -1.40 4.82 -3.19  0.44
H -1.89 3.38 -4.08  0.32
H -2.64 3.76 -2.50  0.34
C -2.16 0.79 -1.00  0.43
C -3.52 0.67 -1.69  -1.42
H -2.26 1.51 -0.18  -0.33
H -1.92 -0.17 -0.52  0.21
H -4.27 0.51 -0.90  0.45
H -3.80 1.58 -2.23  0.26
H -3.57 -0.19 -2.36  0.36
C -1.52 2.12 2.40  -0.45
C -1.76 2.64 3.81  -1.44
H -1.59 1.02 2.37  0.43
H -2.29 2.52 1.72  0.53
H -1.17 2.10 4.56  0.33
H -1.53 3.70 3.91  0.31
H -2.81 2.51 4.08  0.42
C -0.16 4.31 1.18  -1.00
C 1.02 4.98 0.49  -1.12
H -0.42 4.87 2.08  0.56
H -1.06 4.32 0.54  0.50
H 1.86 5.13 1.18  0.35
H 1.40 4.40 -0.36  0.14
H 0.72 5.97 0.12  0.40
C 1.25 2.74 3.11  -0.65
C 1.64 1.46 3.83  -0.96
H 0.75 3.42 3.82  0.58
H 2.14 3.26 2.73  0.37
H 2.34 1.72 4.64  0.45
H 0.80 0.93 4.29  0.23
H 2.14 0.77 3.14  0.05
Br -0.99 -2.63 4.17  -0.11
C -0.34 -2.56 2.37  -0.58
C -0.26 -3.71 1.59  -0.13
C 0.24 -3.59 0.29  -1.05
C 0.56 -2.32 -0.21  -0.20
N 0.49 -1.21 0.56  0.26
C 0.08 -1.33 1.85  0.04
H -0.62 -4.65 1.99  0.46
H 0.40 -4.47 -0.32  0.46
H 0.84 -2.17 -1.26  0.23
H 0.03 -0.43 2.45  0.10

The total charge is +2. The calculation puts the strongest force on any atom at 0.0471 hartree/bohr. The frontier orbital gap (spin up / spin down) comes out at 5.45 / 6.58 eV.

=====

No. 6
Formula: C30H44BrN3P2Pt
Source: OMol25
Level of theory: ωB97M-V/def2-TZVPD

Each line ends with the Mulliken charge.
Atoms and positions in Å:
C 2.79 4.86 -0.44  -0.37
C 1.59 4.32 -0.97  0.15
C 1.54 4.07 -2.37  -0.45
C 2.70 4.26 -3.12  -0.49
N 3.83 4.72 -2.60  -0.52
C 3.89 5.00 -1.31  -0.44
C 0.44 4.08 -0.17  -0.63
C -0.66 4.06 0.38  0.90
C -1.80 3.41 0.90  0.50
C -1.64 2.75 2.13  -0.82
C -2.24 1.50 2.26  -0.53
C -3.02 1.01 1.17  -0.57
C -3.53 1.85 0.13  -0.68
C -2.91 3.10 0.05  -0.69
Pt -1.10 -0.53 1.01  1.97
P 1.11 -0.50 0.24  0.05
H 0.61 3.88 -2.88  0.48
H 2.86 5.31 0.56  0.48
H 2.70 4.09 -4.19  0.42
H 4.84 5.41 -0.95  0.39
H -3.14 3.77 -0.76  0.50
H -0.93 3.13 2.89  0.73
H -4.24 1.54 -0.65  0.81
H -2.10 0.87 3.15  1.02
C 1.99 -2.13 0.36  -0.85
C 3.23 -2.42 -0.50  -1.59
H 1.24 -2.92 0.18  0.66
H 2.26 -2.22 1.43  0.47
H 3.54 -3.46 -0.32  0.44
H 3.02 -2.31 -1.57  0.29
H 4.09 -1.79 -0.25  0.31
C 1.17 0.15 -1.50  0.77
C 2.49 0.58 -2.13  -1.50
H 0.48 1.02 -1.49  0.04
H 0.70 -0.61 -2.14  -0.35
H 2.31 0.84 -3.18  0.48
H 2.91 1.47 -1.65  0.19
H 3.24 -0.22 -2.11  0.26
C 2.37 0.58 1.09  0.04
C 3.87 0.40 0.85  -1.78
H 2.19 0.45 2.16  0.48
H 2.05 1.62 0.88  0.12
H 4.41 1.23 1.33  0.43
H 4.25 -0.53 1.29  0.42
H 4.14 0.41 -0.21  0.34
Br -4.02 -0.73 1.73  0.07
P -1.98 -1.74 -0.82  0.54
C -0.84 -2.70 -1.89  0.17
C -1.44 -3.89 -2.66  -1.52
H -0.04 -3.05 -1.22  -0.04
H -0.39 -1.99 -2.61  0.27
H -0.65 -4.31 -3.31  0.45
H -1.78 -4.69 -1.99  0.37
H -2.27 -3.57 -3.31  0.27
C -3.15 -3.10 -0.32  -0.69
C -4.36 -3.34 -1.23  -1.29
H -3.52 -2.85 0.69  0.49
H -2.54 -4.02 -0.21  0.54
H -5.01 -4.09 -0.74  0.44
H -4.96 -2.42 -1.40  0.25
H -4.06 -3.76 -2.21  0.26
C -2.74 -0.43 -1.90  0.18
C -3.18 -0.72 -3.34  -1.42
H -1.95 0.34 -1.93  0.22
H -3.55 0.00 -1.30  -0.20
H -3.62 0.20 -3.75  0.45
H -2.32 -0.98 -3.97  0.32
H -3.95 -1.51 -3.41  0.27
N -0.36 -2.80 2.96  -0.21
C 0.00 -1.70 3.67  0.70
C 0.51 -1.75 4.98  -0.95
C 0.93 -0.58 5.58  -0.47
C 0.88 0.61 4.83  -1.11
C 0.40 0.60 3.52  -0.42
N -0.17 -0.53 3.01  0.14
H -0.73 -2.69 2.02  -0.21
H -0.18 -3.74 3.31  0.24
H 0.54 -2.71 5.48  0.48
H 1.29 -0.54 6.61  0.44
H 1.20 1.57 5.23  0.48
H 0.43 1.50 2.90  0.61

The total charge is +2. The spin multiplicity is 3. The calculation puts the strongest force on any atom at 0.0553 hartree/bohr. The frontier orbital gap (spin up / spin down) comes out at 6.03 / 4.98 eV.